Entry 1:
Entry from OMol25: one molecule with the formula C3H5NSe in a non-equilibrium geometry (the ωB97M-V functional and the def2-TZVPD basis).

Geometry as XYZ:
```
10
Properties=species:S:1:pos:R:3:forces:R:3
C -1.027657 -1.218803 0.205556 1.890 -0.559 -1.641
C 0.478641 -0.934832 -0.084630 -0.583 0.055 0.587
C 0.377591 1.960606 -0.139222 -0.221 0.515 0.707
N -1.594003 -0.783605 1.185180 -0.916 0.509 1.223
Se 0.698089 0.593828 -1.253694 0.277 -0.715 -1.038
H -1.463207 -1.860769 -0.566963 -0.477 0.027 0.106
H 0.973529 -0.727714 0.863896 0.098 -0.051 -0.144
H 0.934217 -1.795812 -0.579565 -0.054 0.169 0.086
H 0.158254 2.927362 -0.553807 -0.018 0.068 -0.115
H 0.464546 1.839740 0.923249 0.003 -0.017 0.228
```
Forces are in eV/Å.

- net charge = 0
- relative energy (zero: lowest compared OMol25 entry of this formula, charge and spin) (kJ/mol) = 271.6
- calculated total energy (eV) = -70024.3831

---

Entry 2:
Entry from OMol25: C8H19N14O3RuSe2 as an isolated structure (the ωB97M-V functional and the def2-TZVPD basis).

Geometry as XYZ:
```
47
Properties=species:S:1:pos:R:3:forces:R:3
Ru 0.056418 -0.542810 -0.059683 0.190 -0.158 -0.255
N -0.094915 -0.387679 2.073091 0.083 -0.063 0.111
N -1.087830 0.462485 2.612910 -0.073 0.058 -0.015
C -2.026938 0.999235 1.763709 -0.105 -0.013 0.008
N -3.202651 1.296606 2.312788 0.045 -0.019 0.144
N -1.631437 1.222487 0.525382 0.019 0.081 0.092
N -2.575946 1.678734 -0.383643 0.064 -0.112 -0.077
O -2.322011 1.441714 -1.536415 -0.033 0.046 0.046
O -3.553407 2.310675 0.004631 -0.035 0.093 -0.172
H -0.343542 -1.364936 2.239688 -0.009 -0.061 0.040
H 0.786788 -0.171222 2.523777 -0.023 -0.014 0.044
H -1.484299 0.116321 3.474469 0.047 -0.005 0.038
H -3.517074 0.780039 3.115681 0.004 -0.026 0.011
H -3.876143 1.759734 1.718690 -0.003 -0.015 0.008
N -2.210177 -1.712299 -2.390310 -0.034 0.000 -0.059
C -1.004034 -1.234175 -2.850938 0.055 -0.029 -0.004
N -0.671666 -1.167707 -4.127204 -0.045 -0.012 -0.004
N 0.573028 -0.664947 -4.125927 0.034 0.010 0.024
N 0.972517 -0.443177 -2.922847 0.002 -0.015 -0.033
N -0.016971 -0.802996 -2.075181 0.034 0.082 0.040
C -2.551338 -1.788177 -1.070993 0.010 -0.003 0.098
N -3.692609 -2.278425 -0.611227 -0.023 0.022 -0.025
N -3.596956 -2.178327 0.724097 0.043 -0.076 0.026
N -2.466098 -1.672014 1.066594 -0.041 0.100 0.029
N -1.774017 -1.392915 -0.062365 0.010 0.022 -0.079
H -2.888736 -2.003260 -3.072798 -0.010 0.005 0.008
C 3.456401 -0.176442 1.355724 -0.012 0.030 0.000
Se 2.715349 -0.574127 -0.394582 -0.133 0.076 -0.017
C 3.360141 0.986044 -1.360785 0.002 -0.033 0.063
C 2.787152 2.308330 -0.885335 0.001 -0.059 -0.005
Se 0.851426 2.235835 -0.618576 -0.059 0.077 -0.103
C 0.878250 3.003724 1.166339 0.012 0.051 0.033
H 4.542338 -0.219223 1.323637 0.004 0.001 0.000
H 3.090480 -0.956421 2.022208 0.020 -0.004 0.004
H 3.133622 0.801646 1.708125 0.002 -0.005 0.005
H 3.064819 0.766396 -2.384231 -0.012 0.002 0.008
H 4.448717 0.992621 -1.294723 0.002 -0.008 -0.017
H 2.990070 3.086872 -1.619227 0.035 0.005 0.015
H 3.225220 2.614889 0.063928 -0.022 0.002 0.009
H 1.383507 3.966001 1.131810 0.000 -0.004 -0.004
H 1.382014 2.346723 1.873589 -0.003 -0.015 -0.018
H -0.150579 3.154187 1.478070 -0.007 0.008 -0.002
C 0.602817 -3.352123 -0.528820 -0.047 -0.014 0.049
O 0.679831 -2.303423 0.412318 -0.012 -0.037 -0.071
H 1.173585 -3.131296 -1.435787 0.015 0.012 -0.002
H -0.433668 -3.562637 -0.812979 0.009 0.000 -0.016
H 1.018548 -4.250525 -0.066685 -0.002 0.012 0.027
```
Forces are in eV/Å.

- expectation value of S² = 0.754
- net charge = 0
- spin multiplicity = 2
- relative energy (zero: lowest compared OMol25 entry of this formula, charge and spin) (kJ/mol) = 46.7
- calculated total energy (eV) = -168877.2567

---

Entry 3:
Entry from OMol25: a 3-piece molecular cluster, C5H14N2O3 overall in a non-equilibrium geometry (the ωB97M-V functional and the def2-TZVPD basis).

Geometry as XYZ:
```
24
Properties=species:S:1:pos:R:3:forces:R:3
N -0.631702 2.113667 -0.491067 0.054 -0.358 -0.888
C 0.219144 0.995025 -0.896905 -0.267 -0.731 0.723
C 1.447669 0.785334 0.004211 0.310 -0.171 -0.445
C 2.450093 -0.125885 -0.655212 0.023 -0.190 0.168
C 2.827494 -1.283206 -0.130236 -0.046 0.588 0.362
C -0.689860 -0.254258 -0.983871 -0.939 0.099 -0.906
N -1.946623 0.032991 -1.456479 0.350 0.170 0.286
O -0.386825 -1.414455 -0.767702 0.398 0.153 0.755
H -0.159489 2.981579 -0.679229 0.026 0.261 0.387
H -0.862702 1.974026 0.486579 0.321 0.465 0.036
H 0.596571 1.114619 -1.914619 -0.143 0.355 -0.118
H 1.220367 0.430276 1.008322 -0.300 -0.127 -0.141
H 1.865299 1.783785 0.157174 0.192 0.024 -0.120
H 2.829730 0.172133 -1.628959 0.044 0.090 0.008
H 3.568041 -1.927856 -0.569337 0.032 -0.148 -0.204
H 2.417619 -1.553405 0.836604 0.064 -0.239 -0.032
H -2.198387 0.994798 -1.609966 0.000 0.059 0.291
H -2.674534 -0.634527 -1.274388 0.023 -0.185 -0.288
H -0.877306 -2.291307 2.379697 0.108 -0.054 0.026
H -1.502247 -1.816886 1.069285 0.186 -0.233 -0.069
O -1.548867 -1.701174 2.029711 -0.212 0.104 -0.307
H -0.961257 0.083085 1.897917 0.030 0.141 0.700
H -1.610300 1.384446 2.372283 -0.051 -0.076 0.273
O -0.751851 0.955857 2.294539 -0.202 0.002 -0.496
```
Forces are in eV/Å.

- net charge = 0
- relative energy (zero: lowest compared OMol25 entry of this formula, charge and spin) (kJ/mol) = 81.4
- calculated total energy (eV) = -14534.8935

---

Entry 4:
Entry from OMol25: C19H20N3O4Rh as an isolated structure in a non-equilibrium geometry (the ωB97M-V functional and the def2-TZVPD basis).

Geometry as XYZ:
```
47
Properties=species:S:1:pos:R:3:forces:R:3
Rh -0.008830 0.068849 -0.677719 1.143 0.060 -1.008
O -1.225913 1.637978 -1.037823 0.038 0.061 0.425
C -2.394839 1.606835 -0.468668 0.002 -0.094 -0.207
C -2.984762 2.822687 -0.055693 -0.045 0.028 0.004
C -4.232082 2.853437 0.514176 0.030 0.024 -0.011
C -4.985633 1.683025 0.693259 -0.025 -0.032 0.007
C -4.451352 0.491500 0.279753 -0.026 0.027 0.002
C -3.165761 0.418377 -0.291593 0.046 -0.010 -0.024
C -2.717040 -0.871019 -0.729073 -0.022 0.026 -0.095
N -1.524458 -1.167991 -1.101362 0.008 -0.076 -0.017
C -1.175932 -2.542191 -1.469385 0.012 -0.032 0.067
C 0.356967 -2.653561 -1.518212 -0.040 0.000 0.084
N 0.891207 -1.738779 -0.521427 0.362 0.127 -0.049
C 1.598768 -2.121493 0.476741 -0.181 0.015 0.159
C 1.740767 -1.312627 1.650349 0.078 -0.073 -0.011
C 2.783093 -1.572757 2.559703 0.024 0.000 0.008
C 2.866523 -0.904361 3.751912 0.004 -0.018 -0.018
C 1.863754 0.024007 4.073499 -0.029 0.016 -0.016
C 0.816369 0.270784 3.222541 0.038 0.004 0.033
C 0.719129 -0.382194 1.977367 -0.104 0.103 0.061
O -0.350741 -0.158403 1.250343 -0.477 0.065 0.082
H -2.400282 3.722929 -0.188742 0.001 0.001 -0.002
H -4.641812 3.803174 0.836566 0.003 0.003 -0.004
H -5.967069 1.724003 1.144403 0.001 -0.003 0.000
H -5.018265 -0.426164 0.395742 0.002 -0.002 -0.005
H -3.466075 -1.665556 -0.748125 -0.012 0.006 0.016
H -1.591703 -2.798701 -2.445855 -0.030 -0.015 0.008
H -1.586521 -3.233075 -0.729115 0.036 -0.004 0.012
H 0.697404 -2.352900 -2.509223 0.025 -0.043 -0.037
H 0.681871 -3.680704 -1.340028 0.004 -0.002 -0.005
H 2.032773 -3.123747 0.471508 -0.046 -0.018 0.003
H 3.530033 -2.312873 2.293382 0.005 0.004 0.004
H 3.683182 -1.090290 4.435077 0.002 0.003 -0.002
H 1.918103 0.562464 5.011533 0.002 -0.002 0.002
H 0.046056 0.990010 3.463560 0.001 0.002 0.004
N 1.196058 0.207437 -2.694760 -0.825 -0.043 0.391
C 2.216697 1.274087 -2.751879 0.107 -0.003 0.020
C 3.116963 1.187415 -1.526928 -0.048 0.039 -0.060
C 2.483295 1.851134 -0.308215 0.043 -0.093 -0.029
O 3.103713 2.706427 0.298905 -0.011 -0.063 -0.001
O 1.280920 1.485821 -0.015014 0.036 -0.069 0.236
H 1.696030 -0.672702 -2.638842 -0.008 -0.023 -0.099
H 0.644928 0.186884 -3.546905 -0.044 0.083 0.035
H 1.711912 2.237954 -2.805269 -0.034 -0.011 0.059
H 2.823116 1.157030 -3.655055 -0.071 0.008 -0.040
H 4.070457 1.677541 -1.711595 -0.011 -0.002 -0.040
H 3.318977 0.130305 -1.313830 0.036 0.027 0.059
```
Forces are in eV/Å.

- net charge = 0
- relative energy (zero: lowest compared OMol25 entry of this formula, charge and spin) (kJ/mol) = 54.3
- calculated total energy (eV) = -35696.6222